This record from OMol25 describes a cluster of 3 separate species, C4H10N2O2 in total. The level of theory is ωB97M-V with the def2-TZVPD basis set.

Each line ends with the natural charge from an NBO analysis.
CARTESIAN COORDINATES (ANGSTROEM)
C -2.41212 1.76174 0.97284  -0.59
C -1.10633 1.10890 0.61651  -0.57
C -0.06114 1.71525 0.16896  0.71
O 0.90985 2.21480 -0.25014  -0.50
H -2.60920 1.67424 2.04198  0.21
H -2.38629 2.81682 0.71579  0.21
H -3.23174 1.28943 0.43477  0.21
H -1.02339 0.03388 0.73760  0.30
C 0.15617 -1.57932 -1.16770  0.02
N -0.17568 -1.84691 0.02328  -0.76
H 0.55755 -2.28633 -1.88886  0.16
H -0.07372 -0.58691 -1.54262  0.17
H 0.01071 -2.81530 0.30461  0.35
N 2.29297 -0.68547 -0.73338  -0.51
O 2.29256 -0.86797 0.66773  -0.59
H 2.34572 0.31686 -0.90415  0.36
H 3.14459 -1.12601 -1.07616  0.35
H 1.36947 -1.13768 0.87896  0.48

Forces on atoms 1 to 2 (eV/Å):
C 0.1 0.2 0.0
C -1.0 -0.5 0.4

**Frontier orbital gap**: 9.51 eV
**Structure (SMILES)**: CC=C=O.C=N.NO

=====

This record from OMol25 describes a cluster of 2 separate species, C4H10N2O2 in total. The level of theory is ωB97M-V with the def2-TZVPD basis set.

Each line ends with the natural charge from an NBO analysis.
CARTESIAN COORDINATES (ANGSTROEM)
C -3.58895 0.32003 -0.79085  -0.68
C -2.14982 0.17965 -0.40083  0.66
N -1.38366 1.28939 -0.53198  -0.85
O -1.84729 -0.96052 0.00106  -0.66
H -4.15880 -0.39964 -1.26947  0.24
H -3.54915 1.24823 -1.25669  0.18
H -4.16013 0.61884 0.23694  0.23
H -0.36160 1.19698 -0.14592  0.46
H -1.86960 1.95284 -1.19195  0.41
C 3.67265 -0.41259 0.62282  -0.72
C 2.28586 -0.10637 0.39964  0.67
N 1.37624 -1.15338 0.60050  -0.84
O 1.90663 0.89130 -0.16906  -0.63
H 3.80352 -1.49227 0.99346  0.22
H 4.00122 0.29195 1.40597  0.25
H 4.10203 -0.47297 -0.40978  0.26
H 0.39892 -1.00693 0.50083  0.41
H 1.52191 -1.98455 1.40531  0.39

Forces on atoms 1 to 2 (eV/Å):
C -0.3 3.1 4.3
C -0.9 -3.6 0.3

**Frontier orbital gap**: 10.34 eV
**Structure (SMILES)**: CC(N)=O.CC(N)=O

=====

This record from OMol25 describes a cluster of 2 separate species, C4H10N2O2 in total. The level of theory is ωB97M-V with the def2-TZVPD basis set.

Each line ends with the natural charge from an NBO analysis.
CARTESIAN COORDINATES (ANGSTROEM)
C -3.18156 0.14327 4.95986  -0.70
C -3.49933 -0.12374 3.54698  0.67
N -4.81215 -0.02018 3.11748  -0.84
O -2.56224 -0.09575 2.74474  -0.64
H -4.12366 0.65325 5.22254  0.20
H -2.36187 0.88067 4.99081  0.24
H -2.98172 -0.63675 5.71367  0.25
H -5.52858 0.41014 3.70746  0.39
H -5.00222 -0.19567 2.12773  0.43
C -5.66183 0.02934 -1.90118  -0.72
C -4.94094 -0.24212 -0.60005  0.68
N -3.75762 0.40396 -0.45671  -0.84
O -5.30753 -1.07081 0.17079  -0.63
H -5.60686 1.11526 -2.08649  0.21
H -6.72183 -0.25599 -1.79354  0.24
H -5.24240 -0.49824 -2.77431  0.24
H -3.43878 1.07089 -1.16387  0.39
H -3.22129 0.27675 0.40509  0.43

Forces on atoms 1 to 2 (eV/Å):
C -1.2 1.0 1.5
C 1.0 1.2 -2.2

**Frontier orbital gap**: 10.46 eV
**Structure (SMILES)**: CC(N)=O.CC(N)=O

=====

This record from OMol25 describes a structure of composition C4H10N2O2. The level of theory is ωB97M-V with the def2-TZVPD basis set.

Each line ends with the natural charge from an NBO analysis.
CARTESIAN COORDINATES (ANGSTROEM)
N 0.54276 -1.07952 2.06424  -0.77
C -0.27882 -1.80454 1.02956  -0.34
C 0.45060 -1.28816 -0.35750  0.22
N 0.58195 0.12082 -0.35190  -0.41
C -0.35848 0.91635 -1.14001  -0.26
C -0.72199 2.28433 -0.45858  -0.08
O 0.25286 2.81044 0.25835  -0.57
O -0.13525 -1.86584 -1.36090  -0.59
H 0.22432 -1.39121 2.98750  0.37
H -0.46933 -0.67452 1.63715  0.41
H -1.34179 -1.89210 0.63636  0.26
H 0.05536 -2.82892 1.12161  0.24
H 1.47803 -1.71418 -0.18075  0.26
H -1.27727 0.31366 -1.26422  0.22
H 0.05664 1.19550 -2.11392  0.26
H -1.61330 2.12052 0.20573  0.19
H -1.00814 3.00816 -1.22880  0.15
H 0.62428 0.48477 0.61105  0.44

Forces on atoms 1 to 2 (eV/Å):
N -4.5 2.0 -0.6
C 2.3 -4.5 -2.8

**Frontier orbital gap**: 4.15 eV

=====

This record from OMol25 describes the molecule C4H10N2O2. The level of theory is ωB97M-V with the def2-TZVPD basis set.

Each line ends with the natural charge from an NBO analysis.
CARTESIAN COORDINATES (ANGSTROEM)
C -1.12518 -0.21060 -0.85244  -0.63
C 0.19289 0.19591 -0.24024  -0.07
C 0.31687 1.63581 0.27090  -0.22
N -0.26355 2.67304 -0.58146  -0.82
N 0.65742 -0.70333 0.81388  -0.63
C 0.77308 -2.03994 0.56500  0.88
O 1.17044 -2.56231 -0.43718  -0.63
O 0.38120 -2.76220 1.66888  -0.72
H -1.40303 0.53498 -1.59928  0.21
H -1.93331 -0.27103 -0.12144  0.20
H -1.09524 -1.20835 -1.29016  0.23
H 0.91555 0.10159 -1.05343  0.20
H -0.08165 1.73271 1.28550  0.18
H 1.38098 1.83862 0.33173  0.20
H 0.18790 2.63976 -1.48320  0.35
H -1.26232 2.52897 -0.69701  0.35
H 0.29848 -0.52858 1.73929  0.39
H 0.88947 -3.59506 1.68065  0.50

Forces on atoms 1 to 2 (eV/Å):
C -0.8 0.1 0.4
C 0.8 -0.3 -0.5

**Frontier orbital gap**: 10.43 eV
**Structure (SMILES)**: C[C@@H](CN)NC(=O)O

=====

This record from OMol25 describes a cluster of 2 separate species, C4H10N2O2 in total. The level of theory is ωB97M-V with the def2-TZVPD basis set.

Each line ends with the natural charge from an NBO analysis.
CARTESIAN COORDINATES (ANGSTROEM)
C 0.78036 -1.62659 1.07890  -0.68
C 0.56786 -0.15267 0.81554  -0.26
C 0.93195 0.71500 1.77056  -0.49
H 0.86767 0.09854 -1.07795  0.42
H 1.37296 -2.08679 0.28053  0.21
H -0.17579 -2.16299 1.09630  0.21
H 1.29060 -1.83621 2.03176  0.19
H 1.35320 0.40975 2.73420  0.18
H 0.77588 1.79175 1.67935  0.16
C -0.85009 0.62865 -0.72325  0.73
N -0.92877 1.94161 -0.42949  -0.80
O -0.31229 -0.97139 -2.30026  -0.61
O -1.99106 -0.03220 -0.64320  -0.66
N 0.05389 0.31782 -1.76249  -0.42
H -0.35081 -0.80156 -3.25198  0.49
H -1.88919 -0.78844 -1.25424  0.51
H -0.03931 2.42040 -0.45474  0.40
H -1.45703 2.13532 0.41045  0.40

Forces on atoms 1 to 2 (eV/Å):
C -0.1 -0.1 -0.3
C -1.3 0.6 1.0

**Frontier orbital gap**: 8.12 eV

=====

This record from OMol25 describes a cluster of 2 separate species, C4H10N2O2 in total. The level of theory is ωB97M-V with the def2-TZVPD basis set.

Each line ends with the natural charge from an NBO analysis.
CARTESIAN COORDINATES (ANGSTROEM)
C 1.93212 -1.13918 -0.78019  -0.69
C 0.76981 -2.15059 -0.93897  0.67
N -0.44465 -1.67952 -0.85201  -0.83
O 1.01077 -3.32466 -1.14134  -0.65
H 2.28295 -1.21866 0.20903  0.22
H 1.55279 -0.14857 -0.94333  0.22
H 2.68523 -1.27371 -1.40854  0.22
H -1.23507 -2.30310 -1.03538  0.40
H -0.57342 -0.65139 -0.69266  0.43
C 0.09759 2.79631 1.55924  -0.71
C -0.80215 1.88742 0.79943  0.68
N -2.06157 1.85898 1.20007  -0.79
O -0.40468 1.24329 -0.17117  -0.66
H -0.26826 2.96895 2.54195  0.21
H 0.12716 3.77107 1.12530  0.24
H 1.15055 2.40906 1.64805  0.25
H -2.70038 1.18042 0.75148  0.41
H -2.31082 2.29685 2.03077  0.39

Forces on atoms 1 to 2 (eV/Å):
C -4.5 0.5 1.6
C 3.1 -0.6 -0.5

**Frontier orbital gap**: 9.38 eV
**Structure (SMILES)**: CC(N)=O.CC(N)=O

=====

This record from OMol25 describes the molecule C4H10N2O2S. The level of theory is ωB97M-V with the def2-TZVPD basis set.

Each line ends with the natural charge from an NBO analysis.
CARTESIAN COORDINATES (ANGSTROEM)
C 1.24772 0.21907 1.86589  -0.63
C 0.67241 0.86902 0.61893  -0.14
N 0.82634 -0.01242 -0.60096  -0.88
S -0.75417 -0.44541 -1.02952  2.08
C -0.42369 -2.14650 -1.50731  -0.82
O -1.02922 0.48494 -2.13755  -0.99
N -1.53601 -0.35721 0.23415  -0.99
C -0.78159 1.16661 0.86370  0.29
O -1.36331 2.20478 0.19343  -0.72
H 2.21192 -0.22647 1.49208  0.22
H 0.71141 -0.76337 2.08799  0.23
H 1.40935 0.86107 2.72614  0.23
H 1.13034 1.82980 0.34835  0.22
H 1.35910 0.18950 -1.38035  0.40
H 0.06544 -2.08778 -2.47960  0.24
H 0.22201 -2.57055 -0.74131  0.26
H -1.35355 -2.64623 -1.67153  0.25
H -1.29637 1.23783 1.94842  0.24
H -1.31812 2.19333 -0.83095  0.51

Forces on atoms 1 to 2 (eV/Å):
C 1.4 -2.7 -1.3
C 0.6 0.3 -0.4

**Frontier orbital gap**: 9.89 eV
**Structure (SMILES)**: C[C@H]1N[S@](C)(=O)=N[C@@H]1O

=====

This record from OMol25 describes the molecule C4H10N2O2S2. The level of theory is ωB97M-V with the def2-TZVPD basis set.

Each line ends with the natural charge from an NBO analysis.
CARTESIAN COORDINATES (ANGSTROEM)
C -1.37378 0.09984 0.15054  -0.47
C -0.08958 0.54788 -0.53485  -0.27
C -2.09709 -1.07146 -0.43251  -0.27
C 1.19404 2.10030 0.77121  -0.42
N 0.97079 0.71928 0.47987  -0.65
N -1.49327 -2.35306 -0.27899  -0.60
O 1.72097 -1.47434 0.13167  -1.05
O 3.03041 0.29031 -1.12081  -0.94
S -0.12281 -2.24462 0.49448  0.92
S 2.57277 -0.12289 0.21733  1.67
H -1.31868 -0.16230 1.23448  0.23
H -2.09109 0.98027 0.01123  0.23
H 0.14358 -0.27429 -1.26191  0.22
H -0.15268 1.45268 -1.20197  0.21
H -2.99216 -1.25662 0.16440  0.23
H -2.27269 -1.05510 -1.47992  0.22
H 0.27785 2.45227 1.22487  0.20
H 2.13048 2.14831 1.27681  0.20
H 1.32960 2.70855 -0.24975  0.15
H 0.63333 -3.48503 0.40383  0.17

Forces on atoms 1 to 2 (eV/Å):
C -2.2 2.3 0.2
C 1.4 -1.2 -0.6

**Frontier orbital gap (spin up / spin down)**: 7.17 / 7.17 eV

=====

This record from OMol25 describes the molecule C4H10N2O2Si. The level of theory is ωB97M-V with the def2-TZVPD basis set.

Each line ends with the natural charge from an NBO analysis.
CARTESIAN COORDINATES (ANGSTROEM)
C 0.51121 -2.15241 1.98215  0.04
N 0.72921 -1.44207 1.02561  -0.87
Si -0.14573 -0.06367 0.53681  2.30
N -1.80797 -0.27303 0.60185  -0.89
C -2.58285 -0.70548 -0.26726  0.05
O 0.26644 1.24762 1.42217  -0.90
C 0.03441 2.55642 0.82731  -0.24
O 0.25763 0.14907 -1.19047  -0.90
C 1.46665 -0.06655 -1.83659  -0.22
H 1.19576 -2.94406 2.22456  0.16
H -0.43233 -1.88743 2.60074  0.14
H -3.57098 -0.74329 0.02989  0.15
H -2.30531 -0.72762 -1.26026  0.15
H 0.03055 2.40261 -0.18603  0.18
H 0.86724 3.23583 1.09954  0.18
H -0.89286 2.92892 1.17924  0.18
H 2.01417 0.78136 -2.03297  0.16
H 1.37146 -0.50443 -2.75984  0.16
H 2.10668 -0.65623 -1.32640  0.17

Forces on atoms 1 to 2 (eV/Å):
C -2.7 -0.5 3.2
N 1.4 2.1 -3.0

**Frontier orbital gap**: 10.14 eV
**Structure (SMILES)**: C=N[Si](N=C)(OC)OC

=====

This record from OMol25 describes a cluster of 2 separate species, C4H10N2O3 in total. The level of theory is ωB97M-V with the def2-TZVPD basis set.

Each line ends with the natural charge from an NBO analysis.
CARTESIAN COORDINATES (ANGSTROEM)
C -0.72933 1.17967 -0.41741  0.03
C -0.69396 0.99582 -1.88053  -0.71
C 0.84875 0.60498 1.40221  0.64
O 1.96897 0.21437 0.69493  -0.76
O 0.88695 1.51647 2.17749  -0.60
H 2.72262 0.75308 0.99421  0.48
H -1.63738 1.02670 0.14961  0.23
H -0.13315 2.00233 -0.04306  0.21
H -1.41075 0.25773 -2.22934  0.23
H -0.86661 1.96854 -2.36254  0.25
H 0.30613 0.67907 -2.19289  0.25
N -0.60651 -1.04071 -0.00192  -0.40
N 0.31555 -1.81344 -0.74124  -0.67
C -0.30227 -0.77991 1.50781  0.29
O -1.31917 -0.56444 2.18037  -0.70
H -1.51769 -1.49205 -0.03622  0.38
H 0.50057 -2.71072 -0.28911  0.36
H 1.18913 -1.29761 -0.77177  0.37
H 0.47816 -1.49987 1.85939  0.11

Forces on atoms 1 to 2 (eV/Å):
C -1.1 -0.9 -0.7
C 0.0 -0.1 0.0

**Frontier orbital gap (spin up / spin down)**: 6.46 / 6.46 eV

=====

This record from OMol25 describes a cluster of 2 separate species, C4H10N2O3 in total. The level of theory is ωB97M-V with the def2-TZVPD basis set.

Each line ends with the natural charge from an NBO analysis.
CARTESIAN COORDINATES (ANGSTROEM)
C 1.17059 -1.18771 -0.74033  -0.72
C 0.93210 -0.24641 0.40453  0.71
N 1.42788 2.45334 0.06605  -0.49
O 0.96346 1.37002 -0.67736  -0.44
O 1.62900 -0.08066 1.37747  -0.62
H 0.59868 2.93714 0.41769  0.33
H 1.90942 2.05809 0.88083  0.34
H 2.14790 -0.92592 -1.14711  0.25
H 0.43731 -1.07589 -1.53399  0.23
H 1.16345 -2.21646 -0.37692  0.23
C -1.56739 -1.35080 0.56382  -0.64
C -0.79625 -0.05703 0.72254  -0.22
O -1.49103 0.60841 -1.32237  -0.51
N -0.98160 1.01671 -0.12856  0.13
H -1.45888 1.41361 -1.86358  0.50
H -0.78200 0.31607 1.74297  0.23
H -1.15319 -2.10298 1.23671  0.23
H -2.61582 -1.19458 0.83075  0.22
H -1.53362 -1.73494 -0.45313  0.23

Forces on atoms 1 to 2 (eV/Å):
C 0.2 0.3 -0.2
C -1.0 -0.6 1.2

**Frontier orbital gap (spin up / spin down)**: 6.92 / 7.81 eV

=====

This record from OMol25 describes a cluster of 2 separate species, C4H10N2O3 in total. The level of theory is ωB97M-V with the def2-TZVPD basis set.

Each line ends with the natural charge from an NBO analysis.
CARTESIAN COORDINATES (ANGSTROEM)
C 1.76162 0.12610 -0.68809  -0.61
C 1.48141 -1.36506 -0.56451  -0.67
C -0.29914 -1.55449 -0.35360  0.77
N -0.37070 -2.16643 0.80064  -0.88
O -1.00338 -1.01304 -1.15597  -0.63
H 1.07727 0.57790 -1.40574  0.23
H 1.62110 0.62885 0.26810  0.22
H 2.77879 0.30488 -1.03888  0.21
H 2.25934 -1.84781 0.05826  0.25
H 1.59148 -1.88855 -1.51472  0.24
H 0.87539 -1.94143 0.66276  0.48
H -1.29712 -2.31659 1.19458  0.41
N -1.82463 1.72292 -0.44157  -0.85
C -1.48562 2.06024 0.81683  0.87
O -1.71672 3.11291 1.36787  -0.65
O -0.81472 1.03763 1.43744  -0.72
H -2.37110 2.37842 -0.97023  0.41
H -1.64709 0.79502 -0.80433  0.43
H -0.61617 1.34853 2.33116  0.50

Forces on atoms 1 to 2 (eV/Å):
C 0.1 -0.1 0.0
C -1.2 0.4 -1.3

**Frontier orbital gap**: 10.79 eV
**Structure (SMILES)**: CCC(N)=O.NC(=O)O

=====

This record from OMol25 describes the molecule C4H10N2OS. The level of theory is ωB97M-V with the def2-TZVPD basis set.

Each line ends with the natural charge from an NBO analysis.
CARTESIAN COORDINATES (ANGSTROEM)
N -1.99120 -0.55798 1.57857  -0.86
C -0.65323 -0.04121 1.31437  -0.23
C 0.10690 -0.70698 0.15272  -0.07
C 0.15869 0.16819 -1.11079  -0.51
S -1.47454 0.24686 -1.92255  -0.06
N 1.51354 -0.89815 0.56260  -0.62
C 2.39175 0.09672 0.84911  0.53
O 2.07224 1.24445 1.06004  -0.61
H -2.77363 -0.16517 1.09360  0.38
H -1.97313 -1.55494 1.71519  0.36
H -0.08268 -0.12413 2.23072  0.20
H -0.75643 1.03058 1.14081  0.21
H -0.26658 -1.68335 -0.15532  0.21
H 0.43563 1.17333 -0.81177  0.25
H 0.84056 -0.30482 -1.81181  0.21
H -1.43972 1.53220 -2.29242  0.13
H 1.87567 -1.83693 0.54731  0.40
H 3.42246 -0.27436 0.78039  0.11

Forces on atoms 1 to 2 (eV/Å):
N 0.9 0.0 0.7
C -1.4 0.0 -0.1

**Frontier orbital gap**: 9.37 eV
**Structure (SMILES)**: NC[C@@H](CS)NC=O

=====

Calculated total energy values (in hartree) by entry order: -418.2724 -418.3819 -418.4335 -418.0283 -418.4316 -418.2284 -418.4350 -816.4648 -1214.5804 -707.9154 -493.4523 -493.4134 -493.5916 -741.3408.
ΔE to the lowest compared entry with this formula, charge and spin values (in eV) by entry order: 5.1299 2.1503 0.7469 11.7734 0.7996 6.3283 0.7077 2.7390 3.5623 1.9146 6.3354 7.3927 2.5437 1.0125.